# 1
{
  "formula": "C5H8N2O3",
  "method": "ωB97M-V with the def2-TZVPD basis set",
  "total_energy_ha": -530.41682,
  "homo_lumo_gap_ev": 10.230,
  "homo_ev": -10.253,
  "total_charge": 0,
  "de_lowest_kcal_mol": 100.7,
  "max_force_ha_per_bohr": 0.107,
  "species": ["C", "N", "C", "O", "C", "C", "O", "C", "N", "H", "H", "H", "H", "H", "H", "O", "H", "H"],
  "positions_angstrom": [[-0.78, 2.49, 0.61], [-0.80, 1.05, 0.72], [-0.67, 0.26, -0.24], [-0.43, -1.05, -0.02], [0.16, -1.41, 1.21], [0.69, -2.81, 1.09], [1.19, -3.38, 2.03], [-0.32, 0.57, -1.67], [0.03, 1.64, -2.21], [-0.68, 2.91, 1.62], [0.07, 2.86, 0.02], [-1.71, 2.86, 0.16], [0.98, -0.74, 1.51], [-0.61, -1.34, 2.01], [0.57, -3.30, 0.10], [0.80, -0.45, -2.23], [0.52, -1.30, -1.86], [0.98, 1.15, -2.84]],
  "mulliken_charge": [-0.853, -0.468, 0.602, -0.368, -0.259, -0.034, -0.461, 0.551, -0.644, 0.287, 0.330, 0.293, 0.298, 0.303, 0.296, -0.566, 0.281, 0.412]
}


# 2
{
  "formula": "C5H8N2O3S",
  "method": "ωB97M-V with the def2-TZVPD basis set",
  "total_energy_ha": -928.67096,
  "homo_lumo_gap_ev": 9.674,
  "homo_ev": -9.055,
  "total_charge": 0,
  "de_lowest_kcal_mol": 51.8,
  "max_force_ha_per_bohr": 0.104,
  "species": ["C", "C", "C", "C", "C", "N", "N", "O", "O", "O", "S", "H", "H", "H", "H", "H", "H", "H", "H"],
  "positions_angstrom": [[-2.18, -1.66, -0.18], [-2.39, -0.34, -0.49], [-0.46, -0.61, 0.38], [-1.04, 1.75, -0.26], [1.31, -0.30, 1.28], [-0.95, -1.80, 0.38], [-1.26, 0.34, -0.11], [1.59, 0.55, -1.23], [3.26, 1.21, 0.43], [3.16, -1.11, -0.41], [2.36, 0.23, -0.06], [-2.82, -2.50, -0.31], [-3.23, 0.15, -0.93], [-1.78, 2.15, -0.94], [-1.12, 2.26, 0.71], [-0.04, 1.92, -0.67], [1.58, -1.27, 1.66], [1.16, 0.48, 2.00], [2.85, -1.44, -1.25]],
  "mulliken_charge": [-0.571, -0.183, 0.373, -0.775, -0.719, -0.632, 0.216, -0.655, -0.616, -0.497, 1.292, 0.420, 0.387, 0.287, 0.264, 0.312, 0.365, 0.370, 0.361]
}


# 3
{
  "formula": "C5H8N2O3S",
  "method": "ωB97M-V with the def2-TZVPD basis set",
  "total_energy_ha": -928.50163,
  "homo_lumo_gap_ev": [6.274, 7.597],
  "s_squared": 2.0123,
  "homo_ev": [-6.364, -9.359],
  "multiplicity": 3,
  "total_charge": 0,
  "de_lowest_kcal_mol": 0.0,
  "max_force_ha_per_bohr": 0.097,
  "species": ["C", "C", "C", "C", "C", "N", "N", "O", "O", "O", "S", "H", "H", "H", "H", "H", "H", "H", "H"],
  "positions_angstrom": [[-1.19, 1.52, -0.28], [0.07, 1.28, 0.08], [-3.34, 0.57, -1.12], [0.41, -1.08, -0.32], [2.22, 0.13, 0.26], [-2.24, 0.83, -0.58], [0.82, 0.14, 0.00], [-5.21, 0.93, 0.74], [-3.85, -0.99, 1.03], [-5.54, -0.98, -0.78], [-4.49, -0.12, 0.09], [-1.62, 2.62, -0.21], [0.64, 2.20, 0.42], [1.21, -1.82, -0.24], [-0.59, -1.51, -0.46], [2.53, -0.26, 1.21], [2.74, -0.50, -0.47], [2.45, 1.18, 0.27], [-5.09, -1.71, -1.26]],
  "mulliken_charge": [-0.328, 0.121, -0.215, -0.620, -1.014, 0.110, 0.070, -0.590, -0.572, -0.463, 1.166, 0.228, 0.212, 0.282, 0.272, 0.357, 0.374, 0.254, 0.359]
}


# 4
{
  "formula": "C5H8N2O4",
  "method": "ωB97M-V with the def2-TZVPD basis set",
  "total_energy_ha": -605.36773,
  "homo_lumo_gap_ev": 9.451,
  "homo_ev": -9.313,
  "total_charge": 0,
  "de_lowest_kcal_mol": 283.1,
  "max_force_ha_per_bohr": 0.076,
  "species": ["C", "C", "C", "C", "C", "N", "N", "O", "O", "O", "O", "H", "H", "H", "H", "H", "H", "H", "H"],
  "positions_angstrom": [[-0.56, -1.02, -2.27], [0.76, -0.10, 2.38], [-0.65, -0.08, -1.34], [1.56, -0.41, 3.30], [-1.82, 0.55, -0.82], [-0.10, -0.16, 1.48], [0.55, 0.58, -0.96], [-1.19, -0.68, 1.52], [1.59, -0.28, -0.95], [0.23, 0.97, 0.43], [0.72, 1.65, -1.65], [0.40, -1.01, -2.67], [-1.47, -1.54, -2.62], [2.41, 0.27, -1.02], [1.70, 0.22, 4.23], [2.25, -1.25, 3.19], [-2.21, 0.12, 0.13], [-2.64, 0.56, -1.65], [-1.53, 1.62, -0.71]],
  "mulliken_charge": [-1.083, 0.534, 0.701, -0.773, -1.272, 0.612, 0.984, -0.647, -0.464, -0.448, -0.755, 0.375, 0.315, 0.412, 0.221, 0.253, 0.287, 0.383, 0.366]
}


# 5
{
  "formula": "C5H8N2O4",
  "method": "ωB97M-V with the def2-TZVPD basis set",
  "total_energy_ha": -605.56929,
  "homo_lumo_gap_ev": [7.576, 7.576],
  "homo_ev": [-7.143, -7.142],
  "total_charge": 0,
  "de_lowest_kcal_mol": 156.7,
  "max_force_ha_per_bohr": 0.095,
  "species": ["C", "C", "C", "C", "C", "N", "N", "O", "O", "O", "O", "H", "H", "H", "H", "H", "H", "H", "H"],
  "positions_angstrom": [[-1.11, -0.33, -0.79], [-0.94, -2.00, 0.08], [1.02, -1.02, -0.40], [-1.93, 1.72, 0.07], [3.06, 0.12, 0.01], [0.22, 0.01, -0.72], [-1.69, -3.09, -0.12], [0.66, 1.17, -1.07], [0.40, -2.14, -0.06], [-2.11, 0.48, -0.63], [2.35, -1.06, -0.38], [-0.99, 2.19, -0.22], [-1.93, 1.53, 1.15], [-2.77, 2.35, -0.20], [4.09, -0.04, -0.31], [3.02, 0.24, 1.10], [2.64, 1.01, -0.47], [-2.69, -2.96, -0.11], [-1.34, -3.86, -0.67]],
  "mulliken_charge": [0.084, 0.075, 0.525, -0.640, -0.658, 0.628, -0.348, -0.845, -0.291, -0.280, -0.363, 0.319, 0.266, 0.229, 0.231, 0.270, 0.348, 0.251, 0.199]
}


# 6
{
  "formula": "C5H8N2O4P",
  "method": "ωB97M-V with the def2-TZVPD basis set",
  "total_energy_ha": -947.18586,
  "homo_lumo_gap_ev": 7.683,
  "homo_ev": -4.212,
  "total_charge": -1,
  "de_lowest_kcal_mol": 90.8,
  "max_force_ha_per_bohr": 0.163,
  "species": ["C", "C", "C", "C", "C", "N", "N", "O", "O", "O", "O", "P", "H", "H", "H", "H", "H", "H", "H", "H"],
  "positions_angstrom": [[-2.81, -1.57, 0.05], [-0.72, -0.24, 0.53], [2.68, 0.77, -0.77], [1.11, 0.49, -0.58], [0.67, -0.19, 0.74], [-1.41, -1.16, -0.04], [1.36, -1.42, 0.80], [-2.30, 1.25, -1.25], [-3.90, 1.63, 0.80], [-1.61, 0.63, 1.19], [-3.80, -0.75, -0.17], [-2.98, 0.84, 0.02], [3.07, -0.05, -0.05], [2.99, 0.40, -1.77], [2.95, 1.81, -0.68], [0.55, 1.42, -0.71], [0.76, -0.17, -1.38], [0.95, 0.34, 1.66], [1.37, -2.03, 1.67], [1.07, -2.01, -0.05]],
  "mulliken_charge": [-0.528, 0.946, -1.080, -0.672, -0.244, -0.269, -0.584, -0.663, -0.730, -0.549, -0.069, 0.919, 0.305, 0.258, 0.298, 0.443, 0.331, 0.366, 0.227, 0.293]
}